# 1
120
Properties=species:S:1:pos:R:3:forces:R:3 method="wB97M-V/def2-TZVPD" e_tot_ev=-66027.291 orbital_gap_ev=7.56 e_homo_ev=-13.370 charge=+2
Mo 0.634 0.256 0.692 2.231 0.062 1.952
C 1.518 0.751 3.807 0.189 -0.270 0.290
N 0.866 1.504 2.727 -0.099 -0.081 -0.085
C 1.541 2.807 2.675 0.144 0.336 -0.172
C -0.554 1.669 3.088 -0.568 -0.012 0.103
C -1.423 2.254 1.964 0.058 0.117 0.727
N -1.070 1.764 0.610 0.209 -0.309 -0.172
C -0.665 2.907 -0.234 0.340 0.361 -0.389
C 0.030 2.527 -1.515 0.249 -0.026 0.075
C -0.555 2.792 -2.735 0.168 -0.070 0.115
C 0.145 2.583 -3.919 0.074 0.085 0.071
C 1.499 2.299 -3.797 -0.288 -0.013 0.113
C 2.144 2.033 -2.587 0.075 -0.092 0.596
C 1.338 2.003 -1.434 -1.053 1.242 -2.210
O 1.588 1.375 -0.264 2.427 2.144 -1.486
C 3.667 1.917 -2.609 0.222 -0.086 0.068
C 4.199 3.293 -3.047 -0.050 -0.147 0.092
C 4.244 1.594 -1.233 -0.166 -0.062 -0.164
C 4.176 0.853 -3.590 -0.115 0.143 0.089
C -0.525 2.650 -5.280 -0.091 -0.058 -0.133
C -0.439 1.242 -5.889 -0.041 0.198 0.009
C 0.182 3.659 -6.192 -0.086 -0.131 0.154
C -2.001 3.049 -5.179 0.264 -0.066 -0.002
C -2.223 1.118 -0.038 -0.380 -0.364 -0.392
C -2.721 -0.171 0.577 0.355 -0.059 0.362
C -3.987 -0.587 0.196 0.143 -0.053 0.154
C -4.486 -1.829 0.571 0.164 0.123 -0.004
C -3.728 -2.550 1.486 -0.029 0.201 -0.119
C -2.466 -2.173 1.924 0.591 0.198 0.034
C -1.910 -0.999 1.378 -2.979 -0.256 -0.475
O -0.619 -0.648 1.443 -2.094 -2.211 1.795
C -1.707 -3.113 2.853 0.212 -0.008 0.068
C -0.709 -2.366 3.740 0.085 0.000 -0.238
C -0.949 -4.113 1.969 -0.058 0.131 0.171
C -2.664 -3.852 3.798 0.095 0.073 -0.165
C -5.772 -2.411 0.010 -0.188 -0.057 -0.030
C -6.250 -1.645 -1.228 0.098 -0.113 0.253
C -6.870 -2.371 1.082 0.111 0.031 -0.136
C -5.539 -3.875 -0.400 -0.007 0.183 0.043
H 1.400 1.264 4.769 -0.037 0.006 -0.057
H 2.585 0.663 3.606 -0.071 -0.008 -0.009
H 1.088 -0.245 3.895 -0.022 0.028 -0.027
H 1.438 3.337 3.628 -0.046 -0.070 0.015
H 1.141 3.442 1.891 -0.007 -0.035 -0.010
H 2.605 2.663 2.491 -0.021 -0.031 -0.074
H -0.650 2.324 3.967 0.033 -0.125 -0.077
H -0.941 0.683 3.369 0.124 0.236 0.012
H -1.357 3.345 1.984 -0.018 -0.094 -0.134
H -2.464 1.996 2.186 0.129 0.049 -0.031
H 0.038 3.526 0.336 -0.298 -0.149 -0.034
H -1.541 3.530 -0.466 0.111 -0.144 0.106
H -1.570 3.151 -2.747 -0.171 0.110 -0.027
H 2.092 2.249 -4.696 0.108 0.023 -0.107
H 3.846 4.072 -2.377 -0.042 0.125 0.069
H 3.875 3.537 -4.055 -0.016 0.064 -0.115
H 5.286 3.290 -3.029 0.140 -0.002 -0.022
H 3.913 2.316 -0.488 -0.006 -0.036 0.109
H 5.331 1.631 -1.278 0.088 -0.057 -0.002
H 3.945 0.582 -0.938 0.109 0.158 0.086
H 3.810 1.017 -4.597 -0.047 -0.006 -0.174
H 3.895 -0.151 -3.280 -0.033 -0.135 0.007
H 5.261 0.898 -3.625 0.138 -0.034 -0.019
H 0.593 0.919 -5.993 0.127 -0.070 -0.031
H -0.896 1.238 -6.874 -0.064 -0.043 -0.171
H -0.971 0.522 -5.267 -0.051 -0.094 0.056
H 1.196 3.351 -6.426 0.164 -0.001 -0.045
H 0.213 4.639 -5.721 0.031 0.135 0.007
H -0.368 3.747 -7.125 -0.002 0.020 -0.137
H -2.563 2.362 -4.549 -0.088 -0.042 0.075
H -2.449 3.024 -6.168 -0.037 0.012 -0.105
H -2.102 4.061 -4.795 -0.104 0.117 0.081
H -1.930 0.919 -1.077 -0.067 0.107 0.134
H -3.068 1.822 -0.067 0.174 -0.009 0.005
H -4.559 0.066 -0.442 -0.135 0.080 -0.158
H -4.132 -3.477 1.849 -0.031 -0.182 0.114
H 0.064 -1.891 3.134 -0.058 -0.031 0.214
H -0.223 -3.071 4.410 0.028 -0.054 0.093
H -1.220 -1.619 4.349 0.043 0.115 0.047
H -0.234 -3.592 1.324 0.030 -0.035 -0.038
H -1.645 -4.667 1.345 -0.043 -0.077 -0.137
H -0.413 -4.823 2.591 0.164 -0.142 0.061
H -3.372 -3.154 4.237 -0.110 0.011 0.105
H -2.096 -4.311 4.603 0.058 -0.091 0.071
H -3.211 -4.644 3.299 -0.139 -0.114 -0.066
H -6.586 -0.643 -0.975 -0.018 0.177 -0.023
H -7.092 -2.172 -1.669 -0.094 -0.002 -0.045
H -5.461 -1.584 -1.975 0.053 0.045 -0.152
H -7.104 -1.347 1.361 -0.047 0.136 0.058
H -6.572 -2.912 1.976 0.034 -0.069 0.113
H -7.771 -2.834 0.688 -0.159 -0.052 -0.002
H -4.639 -3.981 -1.004 0.087 -0.033 -0.091
H -6.384 -4.218 -0.991 -0.086 -0.095 -0.030
H -5.458 -4.528 0.463 0.069 -0.113 0.092
C 3.193 -2.353 2.880 -0.219 -0.207 0.010
Te 2.912 -1.446 0.919 0.721 -0.076 0.813
C 4.412 -0.047 1.629 0.046 0.149 -0.272
C 4.785 -0.421 3.030 -0.175 -0.265 0.025
C 5.721 0.340 3.718 -0.024 -0.060 0.082
C 6.121 -0.043 4.984 0.041 0.069 -0.064
C 5.593 -1.186 5.562 -0.058 -0.099 0.062
C 4.644 -1.934 4.889 0.030 0.000 0.002
C 4.232 -1.551 3.618 0.010 0.226 -0.185
H 3.532 -3.378 2.719 -0.110 0.091 -0.164
H 2.254 -2.392 3.433 -0.031 0.026 -0.178
H 4.041 0.975 1.549 -0.097 -0.095 -0.071
H 5.288 -0.135 0.986 -0.161 -0.031 -0.184
H 6.147 1.217 3.256 0.079 0.132 -0.059
H 6.855 0.541 5.514 0.106 0.076 0.078
H 5.932 -1.498 6.538 -0.020 -0.027 0.108
H 4.234 -2.823 5.346 -0.050 -0.092 0.052
C -1.219 -2.376 -2.112 -0.271 -0.427 -0.575
O -0.821 -1.525 -1.034 0.667 0.254 0.067
C 0.285 -0.827 -1.018 -0.570 -0.293 -0.420
C 1.176 -0.945 -2.208 0.006 0.048 0.107
H -0.661 -3.315 -2.093 0.000 0.122 0.080
H -1.093 -1.894 -3.084 0.011 0.034 0.164
H -2.276 -2.573 -1.937 0.121 -0.012 0.001
H 1.382 -1.997 -2.428 -0.030 -0.028 0.050
H 2.115 -0.423 -2.043 -0.056 -0.115 -0.032
H 0.704 -0.511 -3.094 -0.053 0.042 -0.042

# 2
129
Properties=species:S:1:pos:R:3:forces:R:3 method="wB97M-V/def2-TZVPD" e_tot_ev=-124391.430 orbital_gap_ev="4.90 / 4.93" e_homo_ev="-10.786 / -10.849" charge=+2
W -0.439 -0.371 -0.782 1.440 -0.898 -2.374
S 0.077 -2.481 -2.171 0.322 0.244 1.423
C 1.264 -3.466 -1.409 -1.455 -0.300 -1.887
N 1.566 -4.698 -1.897 0.216 0.548 0.364
C 2.311 -5.596 -1.044 0.317 -0.204 0.447
C 3.390 -4.832 -0.281 0.027 -0.444 -0.409
N 2.804 -3.707 0.410 -0.566 0.258 -0.521
C 3.269 -3.346 1.723 0.198 0.217 0.412
C 2.494 -3.984 2.860 -0.093 0.029 -0.001
C 2.588 -3.421 4.127 0.006 -0.040 -0.105
C 1.972 -4.022 5.210 0.019 0.061 0.108
C 1.251 -5.194 5.043 -0.049 -0.015 0.022
C 1.129 -5.745 3.780 -0.039 -0.026 0.052
C 1.742 -5.137 2.696 0.066 0.066 -0.101
C 1.898 -2.958 -0.276 0.991 1.224 1.764
S 1.695 -1.294 0.140 -0.968 -0.568 -0.994
C 0.959 -5.271 -3.081 -0.161 -0.041 -0.343
C 1.982 -5.980 -3.939 0.031 -0.076 -0.052
C 3.173 -5.347 -4.276 -0.069 0.020 -0.003
C 4.110 -5.986 -5.068 0.059 0.076 0.037
C 3.864 -7.267 -5.537 -0.022 -0.052 -0.077
C 2.678 -7.903 -5.211 0.084 -0.061 -0.040
C 1.747 -7.266 -4.408 -0.080 0.149 0.053
H 2.773 -6.367 -1.664 -0.025 0.079 0.079
H 1.628 -6.083 -0.338 0.055 -0.063 -0.059
H 4.146 -4.476 -0.996 0.018 -0.105 0.125
H 3.870 -5.488 0.447 -0.050 0.045 -0.100
H 3.215 -2.258 1.829 0.230 -0.204 0.030
H 4.320 -3.643 1.810 -0.054 0.123 -0.079
H 3.165 -2.516 4.263 0.100 0.102 0.058
H 2.066 -3.581 6.192 0.008 0.018 0.103
H 0.787 -5.676 5.890 -0.032 -0.007 0.072
H 0.568 -6.656 3.640 -0.051 -0.047 -0.023
H 1.633 -5.570 1.716 0.006 -0.097 -0.116
H 0.501 -4.458 -3.654 0.014 -0.190 0.149
H 0.168 -5.982 -2.799 0.000 0.173 -0.016
H 3.364 -4.346 -3.912 0.041 0.123 0.045
H 5.035 -5.487 -5.320 0.045 0.036 -0.022
H 4.591 -7.763 -6.162 0.059 -0.048 -0.027
H 2.482 -8.900 -5.576 -0.018 -0.072 -0.021
H 0.827 -7.773 -4.154 -0.118 -0.055 0.060
C -2.956 3.000 2.190 -0.031 -0.339 -0.163
Sb -2.440 0.901 2.034 -0.311 0.097 0.017
C -0.365 0.761 1.169 -1.508 -0.267 0.071
C 0.260 2.059 0.924 0.521 1.130 -0.015
C 1.646 2.270 0.856 -0.288 -0.075 -0.032
C 2.111 3.532 0.540 -0.090 0.132 0.013
C 1.205 4.558 0.292 0.127 -0.138 0.020
C -0.143 4.264 0.414 0.215 0.259 0.029
N -0.600 3.064 0.729 0.400 -0.210 0.106
Si 1.189 1.108 4.335 0.058 0.083 0.345
C 0.646 -0.182 5.610 0.222 0.477 -0.465
C 0.278 2.767 4.401 0.259 -0.736 -0.233
C 3.058 1.196 4.014 -0.696 0.031 0.103
C -3.719 0.436 0.246 -0.133 -0.533 0.951
C -3.158 1.123 -0.922 -0.066 0.304 -0.478
C -3.976 1.614 -1.956 0.275 -0.033 -0.121
C -3.455 2.429 -2.936 0.084 -0.087 0.110
C -2.117 2.806 -2.867 0.044 -0.120 0.227
C -1.348 2.212 -1.897 -0.136 0.530 -0.310
N -1.834 1.351 -0.988 -0.043 -0.037 -0.352
Si -5.543 1.081 0.643 -0.154 -0.113 -0.004
C -5.920 0.868 2.504 0.204 0.059 -0.673
C -6.798 0.047 -0.365 0.438 0.374 0.372
C -5.713 2.931 0.155 0.146 -0.620 0.153
Si -3.646 -1.493 0.149 -0.245 -0.493 0.324
C -4.770 -2.310 1.453 0.166 0.511 -0.572
C -1.961 -2.224 0.705 -0.637 0.927 -0.567
C -4.057 -2.093 -1.618 0.218 0.245 0.690
H -2.211 3.519 2.784 0.075 -0.023 0.079
H -3.918 3.056 2.688 -0.201 0.007 0.138
H -3.002 3.464 1.212 -0.047 -0.005 -0.039
H 2.334 1.460 1.046 0.089 -0.104 -0.022
H 3.173 3.720 0.501 0.134 0.026 -0.067
H 1.544 5.548 0.029 -0.024 0.097 0.033
H -0.902 5.025 0.289 -0.006 0.166 -0.105
H -0.436 -0.287 5.661 -0.106 0.108 -0.143
H 0.986 0.093 6.604 0.142 0.165 0.157
H 1.062 -1.164 5.391 0.095 -0.078 -0.135
H -0.800 2.639 4.480 -0.067 -0.115 -0.006
H 0.496 3.399 3.544 0.059 -0.025 -0.175
H 0.597 3.315 5.283 0.158 -0.024 0.243
H 3.433 0.320 3.486 -0.110 -0.123 -0.006
H 3.582 1.244 4.967 0.007 -0.011 0.198
H 3.351 2.077 3.446 -0.152 0.079 -0.058
H -5.020 1.356 -1.970 -0.161 -0.021 -0.001
H -4.079 2.790 -3.738 -0.165 0.097 -0.066
H -1.694 3.512 -3.563 0.108 0.033 -0.051
H -0.290 2.446 -1.827 -0.003 -0.166 0.000
H -6.568 0.016 2.673 -0.094 -0.258 -0.005
H -6.437 1.739 2.893 -0.070 0.221 -0.005
H -5.028 0.723 3.107 0.090 -0.043 0.152
H -7.038 -0.890 0.126 -0.026 -0.126 0.131
H -6.460 -0.205 -1.366 0.088 0.029 -0.211
H -7.728 0.601 -0.462 -0.163 0.136 -0.012
H -6.008 3.530 1.011 -0.039 0.018 0.212
H -6.481 3.065 -0.603 -0.111 -0.075 -0.119
H -4.796 3.357 -0.241 0.102 0.064 0.006
H -4.521 -1.981 2.456 0.136 0.126 0.198
H -4.639 -3.387 1.423 0.132 -0.233 -0.085
H -5.823 -2.118 1.300 -0.285 0.034 -0.031
H -1.847 -2.225 1.790 0.127 0.241 -0.025
H -1.053 -1.687 0.289 0.030 -1.188 1.019
H -1.871 -3.255 0.367 0.134 0.031 -0.259
H -4.972 -2.674 -1.603 -0.232 -0.120 0.013
H -3.274 -2.734 -2.020 0.175 -0.071 -0.012
H -4.213 -1.262 -2.299 -0.027 0.204 -0.169
C 1.433 0.616 -3.126 -0.135 -0.226 0.213
N 0.438 0.616 -4.172 0.106 -0.240 0.064
C 0.760 1.398 -5.349 0.088 0.175 -0.249
C -0.692 -0.141 -4.098 -0.298 0.213 0.044
N -1.288 -0.330 -2.948 -0.090 -0.528 0.508
N -1.225 -0.591 -5.269 -0.046 0.214 0.149
C -2.602 -1.039 -5.307 -0.134 0.073 0.052
C -0.388 -1.182 -6.301 0.173 -0.008 -0.137
H 2.140 -0.215 -3.243 -0.156 0.083 0.242
H 0.971 0.513 -2.110 0.555 0.308 -0.439
H 1.999 1.548 -3.154 -0.165 0.053 0.108
H 1.027 2.414 -5.042 -0.005 -0.080 0.013
H -0.105 1.460 -6.003 0.010 -0.011 0.017
H 1.598 0.983 -5.912 0.019 -0.005 -0.030
H -2.087 -0.946 -3.046 0.122 -0.037 -0.006
H -2.732 -2.028 -4.852 -0.023 -0.008 0.012
H -2.897 -1.105 -6.352 -0.077 -0.011 0.013
H -3.251 -0.315 -4.815 -0.009 -0.051 0.026
H 0.653 -1.167 -5.999 0.084 0.026 -0.040
H -0.505 -0.658 -7.251 0.054 -0.026 -0.008
H -0.678 -2.227 -6.443 0.026 0.042 0.022
Cl 0.476 -0.083 2.519 0.567 -0.365 1.077